C26H54As3BrNPtSb | wB97M-V/def2-TZVPD

Each line ends with the Mulliken charge.
CARTESIAN COORDINATES (ANGSTROEM)
Pt -0.52 -0.24 -0.53  1.56
C 1.73 2.58 -0.03  -1.30
As -0.13 2.12 -0.37  0.35
C -0.46 3.37 -1.84  -1.23
C -0.80 2.77 1.37  -2.09
C -2.27 3.13 1.66  2.39
C -2.26 3.89 2.99  -2.27
C -3.17 1.90 1.85  -1.48
As -2.85 0.28 0.74  0.32
C -4.24 -0.88 1.48  -1.19
C -3.73 0.69 -0.95  -1.12
C -2.80 4.02 0.54  -1.36
As -4.37 5.20 0.98  0.31
C -5.84 4.18 0.14  -1.11
C -4.06 6.49 -0.47  -1.15
H 1.83 3.66 0.10  0.64
H 2.36 2.26 -0.86  0.38
H 2.06 2.08 0.89  0.40
H -0.20 4.39 -1.53  0.44
H -1.48 3.35 -2.20  0.33
H 0.20 3.08 -2.66  0.45
H -0.20 3.66 1.58  0.78
H -0.48 1.99 2.08  0.37
H -1.73 3.31 3.75  0.53
H -3.28 4.06 3.34  0.58
H -1.77 4.86 2.89  0.46
H -4.21 2.19 1.69  0.31
H -3.07 1.54 2.88  0.62
H -5.17 -0.30 1.54  0.41
H -3.99 -1.25 2.47  0.40
H -4.40 -1.72 0.81  0.42
H -4.62 1.29 -0.77  0.37
H -4.04 -0.24 -1.43  0.48
H -3.06 1.22 -1.63  0.31
H -3.05 3.40 -0.33  0.18
H -2.00 4.72 0.25  0.59
H -6.20 3.40 0.80  0.31
H -5.51 3.75 -0.80  0.29
H -6.66 4.87 -0.05  0.45
H -3.14 7.05 -0.29  0.34
H -4.88 7.20 -0.51  0.41
H -3.99 5.98 -1.43  0.33
C 2.11 -7.29 -0.18  -1.54
C 1.16 -6.18 -0.49  0.51
C -0.22 -6.37 -0.48  -0.54
C -1.07 -5.29 -0.65  -0.84
C -0.47 -4.05 -0.80  0.38
Br -1.60 -2.51 -0.90  -0.10
N 0.82 -3.83 -0.86  0.05
C 1.62 -4.89 -0.73  -0.59
H 1.74 -8.25 -0.54  0.44
H 2.21 -7.37 0.91  0.29
H 3.09 -7.11 -0.59  0.39
H -0.63 -7.36 -0.32  0.47
H -2.14 -5.39 -0.65  0.47
H 2.67 -4.68 -0.83  0.60
C 4.84 0.81 -0.09  -1.49
C 4.40 -0.63 0.08  0.60
C 5.19 -1.57 -0.80  -1.29
Sb 2.23 -1.12 -0.23  -0.57
C 2.16 -2.46 1.66  0.47
C 3.39 -3.31 1.89  -1.49
C 1.96 -1.46 2.78  -1.25
C 2.26 -1.31 -2.52  0.27
C 0.91 -1.61 -3.13  -1.27
C 2.74 0.05 -3.01  -1.08
H 5.91 0.86 0.14  0.48
H 4.34 1.48 0.60  0.35
H 4.72 1.18 -1.10  0.29
H 4.55 -0.90 1.12  0.27
H 5.11 -1.32 -1.85  0.29
H 4.86 -2.61 -0.67  0.24
H 6.25 -1.52 -0.54  0.47
H 1.28 -3.08 1.53  0.41
H 4.25 -2.70 2.17  0.38
H 3.66 -3.92 1.04  0.17
H 3.19 -3.98 2.73  0.48
H 2.83 -0.81 2.88  0.31
H 1.84 -1.99 3.73  0.45
H 1.07 -0.85 2.63  0.24
H 2.97 -2.10 -2.73  0.67
H 0.18 -0.82 -2.88  0.17
H 0.53 -2.58 -2.81  0.14
H 1.00 -1.63 -4.22  0.48
H 2.02 0.82 -2.73  -0.03
H 2.81 0.03 -4.09  0.53
H 3.71 0.31 -2.62  0.14

For the lowest unoccupied orbital energy (alpha / beta), the calculation gives -0.2651 / -0.2651 hartree. Its total charge is +2. As for the highest occupied orbital energy (alpha / beta): -12.7 / -12.7 eV. The energy above the lowest of the compared OMol25 structures with the same formula, charge and spin is 69.7 kcal per mole.


C20H13N5O3S | wB97M-V/def2-TZVPD

Each line ends with the Mulliken charge.
CARTESIAN COORDINATES (ANGSTROEM)
C 2.58 1.41 -2.31  -1.18
C 3.04 1.26 -0.90  1.10
C 3.79 2.22 -0.26  -0.64
C 4.24 2.06 1.06  -0.69
C 3.97 0.92 1.75  -1.01
C 3.20 -0.10 1.15  1.24
C 2.89 -1.31 1.80  -0.67
C 2.14 -2.26 1.16  0.23
C 1.81 -3.49 1.78  -0.29
N 1.54 -4.48 2.30  -0.51
C 1.67 -1.96 -0.16  0.65
S 0.65 -3.13 -0.98  -0.19
C 0.11 -2.11 -2.40  -0.62
C -0.63 -0.93 -1.93  0.38
N -0.47 0.30 -2.29  -0.36
N -1.35 1.04 -1.60  -0.66
C -2.02 0.22 -0.85  0.65
C -3.05 0.60 0.10  0.60
C -2.96 1.84 0.71  -0.71
C -3.88 2.22 1.68  -0.59
C -4.89 1.35 2.06  -0.49
C -5.01 0.12 1.45  -0.62
C -4.11 -0.25 0.45  0.41
N -4.35 -1.49 -0.24  1.01
O -4.11 -1.53 -1.43  -0.56
O -4.83 -2.40 0.40  -0.60
O -1.60 -1.05 -1.01  -0.23
N 1.96 -0.86 -0.78  -0.30
C 2.72 0.08 -0.18  -0.45
H 3.07 0.66 -2.93  0.30
H 2.82 2.40 -2.69  0.36
H 1.51 1.23 -2.38  0.22
H 4.04 3.13 -0.79  0.38
H 4.82 2.85 1.51  0.39
H 4.32 0.78 2.76  0.43
H 3.25 -1.49 2.81  0.49
H 0.98 -1.79 -2.97  0.32
H -0.53 -2.77 -2.98  0.44
H -2.16 2.50 0.42  0.49
H -3.80 3.19 2.14  0.41
H -5.60 1.64 2.83  0.40
H -5.80 -0.57 1.71  0.46

For the lowest unoccupied orbital energy, the calculation gives -0.0270 hartree. As for the highest occupied orbital energy: -8.7 eV. The energy above the lowest of the compared OMol25 structures with the same formula, charge and spin is 0.0 kcal per mole. As for the SMILES: Cc1cccc2cc(C#N)c(SCc3nnc(-c4ccccc4[N+](=O)[O-])o3)nc12.


C8H26N3O8S | wB97M-V/def2-TZVPD

Each line ends with the Mulliken charge.
CARTESIAN COORDINATES (ANGSTROEM)
C 5.13 -1.08 1.01  -0.05
N 4.69 -0.99 2.21  -0.44
N 4.13 0.28 2.31  -0.23
C 4.28 0.83 1.15  0.56
S 3.76 2.42 0.67  -0.19
C 2.07 2.02 0.17  -0.90
C 1.18 1.47 1.29  -0.64
C 0.06 0.60 0.75  0.46
C -1.16 0.67 1.65  -1.27
N -2.31 0.02 0.93  0.16
C -1.91 -1.10 0.00  -0.71
C -0.52 -1.68 0.28  0.01
O 0.48 -0.76 0.71  -0.36
O 4.91 0.01 0.27  -0.24
H 5.65 -1.93 0.59  0.50
H 1.65 2.96 -0.19  0.33
H 2.09 1.33 -0.68  0.41
H 1.77 0.89 2.01  0.47
H 0.70 2.28 1.83  0.45
H -0.21 0.95 -0.26  0.30
H -1.45 1.69 1.89  0.45
H -0.97 0.13 2.58  0.29
H -2.74 0.76 0.37  0.27
H -3.06 -0.29 1.56  0.37
H -2.00 -0.74 -1.02  0.34
H -2.64 -1.90 0.12  0.41
H -0.19 -2.10 -0.67  -0.07
H -0.58 -2.48 1.02  0.34
O -0.43 4.31 1.51  -0.59
H -0.40 4.65 0.60  0.31
H 0.01 4.99 2.03  0.29
O -0.20 -2.29 -3.00  -0.69
H 0.67 -2.70 -2.84  0.31
H -0.06 -1.74 -3.78  0.31
O -5.06 -0.13 0.41  -0.61
H -4.96 0.17 -0.51  0.30
H -5.95 -0.51 0.42  0.31
O -1.79 -4.37 -4.61  -0.63
H -1.83 -4.07 -5.52  0.31
H -1.30 -3.69 -4.13  0.37
O -3.07 2.79 -0.33  -0.64
H -2.89 3.30 0.48  0.31
H -3.53 3.41 -0.90  0.31
O 2.53 -2.85 -1.16  -0.59
H 2.04 -2.51 -0.41  0.34
H 3.41 -3.06 -0.81  0.29

For the lowest unoccupied orbital energy, the calculation gives -0.1039 hartree. Its total charge is +1. As for the highest occupied orbital energy: -12.0 eV.


C35H42Cl4F4O3 | wB97M-V/def2-TZVPD

Each line ends with the Mulliken charge.
CARTESIAN COORDINATES (ANGSTROEM)
F 2.57 13.94 16.32  -0.29
C 2.90 12.74 16.80  0.26
C 2.62 12.42 18.13  -0.32
C 3.03 11.17 18.66  -0.40
C 3.62 10.25 17.86  -0.38
C 3.90 10.57 16.50  -0.41
C 3.52 11.82 15.99  -0.32
H 2.17 13.20 18.72  0.38
H 2.80 10.97 19.70  0.35
H 3.93 9.28 18.23  0.36
H 4.33 9.82 15.85  0.37
H 3.69 12.07 14.95  0.40
F 8.15 6.25 -0.63  -0.28
C 8.02 7.43 -0.04  0.17
C 8.57 7.77 1.23  -0.26
C 8.40 9.04 1.81  -0.60
C 7.54 9.91 1.14  -0.17
C 6.98 9.65 -0.12  -0.55
C 7.23 8.42 -0.70  -0.13
H 9.16 7.07 1.80  0.37
H 8.71 9.28 2.82  0.38
H 7.24 10.82 1.65  0.33
H 6.43 10.43 -0.62  0.36
H 6.75 8.11 -1.61  0.37
F 4.67 5.43 6.36  -0.30
C 3.64 4.94 5.63  0.56
C 2.42 4.67 6.26  -0.59
C 1.41 4.11 5.49  -0.19
C 1.60 3.81 4.17  -0.58
C 2.85 4.10 3.55  -0.25
C 3.88 4.71 4.29  -0.56
H 2.36 4.87 7.32  0.42
H 0.48 3.77 5.94  0.34
H 0.81 3.25 3.68  0.36
H 3.10 3.82 2.54  0.35
H 4.85 5.00 3.90  0.44
F 4.22 5.20 12.37  -0.30
C 3.58 4.07 12.70  0.52
C 3.89 2.92 11.96  -0.62
C 3.25 1.75 12.37  -0.20
C 2.32 1.75 13.41  -0.54
C 2.04 2.89 14.11  -0.27
C 2.66 4.09 13.76  -0.51
H 4.60 2.97 11.16  0.43
H 3.50 0.82 11.89  0.35
H 1.78 0.85 13.63  0.36
H 1.42 2.88 15.00  0.36
H 2.52 5.04 14.25  0.41
C 9.28 5.14 14.42  -1.00
C 9.56 6.60 14.46  0.83
C 9.49 7.35 13.20  -1.02
O 9.88 7.12 15.54  -0.57
H 9.60 4.72 15.37  0.30
H 9.77 4.63 13.59  0.33
H 8.20 4.98 14.36  0.25
H 10.22 7.10 12.44  0.33
H 9.64 8.40 13.43  0.29
H 8.47 7.21 12.83  0.26
C 7.00 15.87 5.80  -0.91
C 7.84 16.47 6.95  0.72
C 9.26 15.99 7.18  -0.98
O 7.32 17.29 7.72  -0.57
H 5.95 16.01 6.06  0.26
H 7.28 14.82 5.71  0.30
H 7.23 16.38 4.86  0.28
H 9.81 15.94 6.24  0.33
H 9.29 15.02 7.68  0.27
H 9.72 16.77 7.79  0.30
C 13.97 9.96 9.50  -1.08
C 12.75 10.85 9.37  0.83
C 12.35 11.62 10.64  -1.00
O 12.02 10.96 8.38  -0.58
H 13.99 9.53 10.50  0.32
H 14.86 10.58 9.35  0.30
H 14.00 9.20 8.72  0.32
H 11.34 12.01 10.55  0.28
H 13.12 12.39 10.71  0.29
H 12.43 11.02 11.55  0.33
Cl 1.79 14.52 10.29  -0.15
C 2.71 15.15 8.91  -0.21
Cl 1.67 15.27 7.49  -0.16
H 3.05 16.17 9.04  0.26
H 3.62 14.61 8.68  0.25
Cl 6.42 10.19 7.47  -0.13
C 6.67 9.80 9.16  -0.16
Cl 6.49 11.25 10.15  -0.16
H 5.96 9.06 9.54  0.24
H 7.69 9.45 9.31  0.21

For the lowest unoccupied orbital energy, the calculation gives 0.0031 hartree. As for the highest occupied orbital energy: -9.2 eV. The energy above the lowest of the compared OMol25 structures with the same formula, charge and spin is 37.5 kcal per mole. As for the SMILES: Fc1ccccc1.Fc1ccccc1.Fc1ccccc1.Fc1ccccc1.CC(C)=O.CC(C)=O.CC(C)=O.ClCCl.ClCCl.


C52H42ClN9O9PSY | wB97M-V/def2-TZVPD

Each line ends with the Mulliken charge.
CARTESIAN COORDINATES (ANGSTROEM)
Y -0.24 1.69 -0.10  0.48
O 1.57 5.32 -1.39  -1.01
C 1.08 4.29 -1.87  0.65
O 0.67 3.32 -1.16  0.97
C 1.00 4.16 -3.38  -0.01
C 1.59 5.20 -4.09  -1.04
C 1.63 5.22 -5.47  -0.79
C 1.06 4.17 -6.17  -0.86
C 0.46 3.13 -5.48  -0.25
C 0.41 3.09 -4.08  0.35
P -0.47 1.65 -3.30  2.16
C -2.13 1.77 -4.04  0.27
C -2.96 0.66 -3.87  -0.36
C -4.25 0.67 -4.37  -0.62
C -4.73 1.79 -5.04  -0.64
C -3.92 2.90 -5.19  -0.69
C -2.62 2.89 -4.69  -0.70
C 0.18 0.21 -4.27  0.99
C 1.11 -0.63 -3.65  -0.24
C 1.62 -1.74 -4.32  -1.38
C 1.20 -2.03 -5.61  -0.78
C 0.25 -1.23 -6.22  -0.90
C -0.26 -0.12 -5.55  -0.49
H 2.03 6.01 -3.51  0.49
H 2.10 6.04 -5.99  0.39
H 1.07 4.16 -7.25  0.46
H 0.01 2.33 -6.05  0.30
H -2.60 -0.21 -3.33  0.43
H -4.89 -0.19 -4.23  0.42
H -5.75 1.80 -5.42  0.36
H -4.29 3.79 -5.69  0.39
H -2.00 3.77 -4.81  0.43
H 1.39 -0.44 -2.63  0.44
H 2.34 -2.38 -3.82  0.51
H 1.59 -2.90 -6.12  0.40
H -0.11 -1.47 -7.21  0.43
H -1.04 0.46 -6.02  0.32
C -2.34 -11.60 3.88  -0.83
O -1.83 -10.59 4.72  -0.44
C -1.63 -9.36 4.17  0.82
C -1.14 -8.38 5.04  -0.68
C -0.92 -7.10 4.57  -0.10
C -1.16 -6.78 3.24  -0.09
C -1.65 -7.76 2.38  -0.48
C -1.89 -9.04 2.84  -0.60
N -0.89 -5.43 2.86  -0.29
N -0.98 -5.22 1.64  -0.11
C -0.73 -3.93 1.17  -0.34
C -0.72 -3.84 -0.21  0.10
C -0.47 -2.66 -0.91  -1.28
C -0.21 -1.49 -0.21  -0.07
O 0.04 -0.36 -0.79  0.74
C -0.23 -1.53 1.23  -0.86
N -0.04 -0.33 1.83  0.28
C -0.14 -0.28 3.14  -0.13
C -0.39 -1.40 3.93  -1.61
C -0.55 -2.62 3.34  -0.72
C -0.50 -2.73 1.93  1.19
H -2.43 -12.49 4.50  0.23
H -1.66 -11.81 3.05  0.33
H -3.32 -11.34 3.48  0.33
H -0.95 -8.65 6.07  0.40
H -0.54 -6.33 5.23  0.39
H -1.85 -7.50 1.35  0.39
H -2.28 -9.78 2.16  0.35
H -0.92 -4.76 -0.75  0.49
H -0.47 -2.63 -1.99  0.52
H -0.04 0.70 3.59  0.79
H -0.44 -1.29 5.01  0.47
H -0.75 -3.50 3.93  0.53
O -4.32 2.57 -1.84  -0.62
Cl -3.29 2.68 -0.87  1.88
O -3.82 3.16 0.38  -0.70
O -2.22 3.55 -1.31  -0.64
O -2.66 1.36 -0.67  -0.69
N 4.22 1.57 2.21  -0.06
C 3.86 1.09 3.48  0.04
C 4.68 0.21 4.17  -0.74
C 4.30 -0.22 5.44  -0.63
C 3.10 0.20 5.99  -0.74
C 2.27 1.05 5.28  -0.57
C 2.66 1.52 4.03  0.70
S 1.69 2.64 3.09  -0.29
N 2.05 2.13 1.48  0.15
C 3.26 1.79 1.24  0.29
C 3.73 1.75 -0.17  0.72
C 5.06 2.03 -0.47  -1.13
C 5.43 2.12 -1.80  -0.78
C 4.47 1.94 -2.78  -1.75
C 3.17 1.67 -2.37  -0.54
N 2.80 1.56 -1.10  0.42
H 5.08 1.19 1.85  0.25
H 5.60 -0.13 3.73  0.39
H 4.95 -0.90 5.98  0.39
H 2.81 -0.14 6.98  0.41
H 1.32 1.37 5.70  0.46
H 5.78 2.24 0.30  0.57
H 6.46 2.35 -2.07  0.43
H 4.70 2.02 -3.83  0.54
H 2.39 1.54 -3.11  1.03
C -3.50 2.83 3.63  -1.00
N -2.42 3.64 3.07  0.42
C -2.25 4.95 3.37  -0.38
C -1.31 5.70 2.76  -1.24
C -0.51 5.07 1.75  0.59
N -0.67 3.78 1.49  0.89
C -1.60 3.05 2.14  -0.16
O -1.71 1.85 1.87  -0.42
N 0.41 5.76 1.09  -0.18
H -4.10 3.45 4.29  0.38
H -3.09 1.98 4.18  0.26
H -4.11 2.45 2.81  0.31
H -2.93 5.36 4.11  0.41
H -1.19 6.74 3.00  0.45
H 0.48 6.75 1.24  0.25
H 0.89 5.38 0.26  0.02

For the lowest unoccupied orbital energy, the calculation gives -0.0071 hartree. As for the highest occupied orbital energy: -7.0 eV. The energy above the lowest of the compared OMol25 structures with the same formula, charge and spin is 1.8 kcal per mole.


C34H32CoN3OP | wB97M-V/def2-TZVPD

Each line ends with the Mulliken spin population.
CARTESIAN COORDINATES (ANGSTROEM)
Co 0.82 -1.05 -0.38  2.53
C 1.49 0.58 5.09  0.00
C 0.65 -0.26 4.13  -0.01
C 1.28 -1.59 3.79  0.00
C 1.33 -2.54 4.80  0.00
C 1.79 -3.82 4.57  0.00
C 2.20 -4.17 3.29  0.00
C 2.17 -3.26 2.25  0.00
C 2.60 -3.70 0.88  0.02
C 3.95 -3.12 0.45  0.00
C 1.74 -1.94 2.50  0.00
N 1.72 -0.98 1.46  -0.03
C 2.23 0.19 1.65  0.01
C 1.93 1.24 0.70  -0.08
C 2.48 2.50 0.75  0.18
C 2.23 3.38 -0.35  -0.06
C 1.27 3.10 -1.26  0.09
N 1.08 0.86 -0.28  0.04
H 0.99 1.53 5.30  0.00
H 2.47 0.79 4.67  0.00
H 1.63 0.06 6.04  0.00
H 0.44 0.32 3.23  0.00
H -0.32 -0.47 4.60  0.00
H 0.96 -2.28 5.78  0.00
H 1.82 -4.55 5.37  0.00
H 2.54 -5.18 3.09  0.00
H 1.84 -3.42 0.16  -0.01
H 2.66 -4.79 0.87  0.00
H 3.90 -2.04 0.37  0.00
H 4.24 -3.52 -0.53  0.00
H 4.73 -3.38 1.17  0.00
H 2.86 0.41 2.51  -0.01
H 3.16 2.77 1.54  0.01
H 2.82 4.28 -0.45  0.00
H -0.13 4.03 -2.55  0.00
O 1.77 -1.43 -3.07  0.01
C 1.65 -1.53 -1.95  0.03
N -0.95 -1.18 -0.79  0.24
P -1.59 0.06 -1.49  -0.09
C -0.38 1.28 -2.14  0.05
C 0.37 1.92 -0.98  -0.04
C 0.96 3.93 -2.46  0.00
C 1.49 3.22 -3.68  0.00
C 1.02 2.04 -4.09  0.01
C -0.06 1.30 -3.44  -0.02
C -2.62 1.10 -0.40  0.04
C -3.27 2.24 -0.86  0.01
C -3.97 3.04 0.03  0.00
C -4.03 2.70 1.37  0.00
C -3.38 1.55 1.83  0.00
C -2.68 0.75 0.94  0.01
C -2.69 -0.55 -2.80  0.02
C -4.07 -0.47 -2.68  0.00
C -4.89 -1.16 -3.56  0.00
C -4.34 -1.94 -4.56  0.00
C -2.96 -2.02 -4.69  0.00
C -2.13 -1.35 -3.80  0.01
H -0.41 2.30 -0.30  0.04
H 1.40 4.92 -2.37  0.00
H 2.30 3.69 -4.22  0.00
H 1.42 1.59 -4.99  0.00
H -0.66 0.69 -4.12  0.00
H -3.20 2.51 -1.91  0.00
H -4.48 3.93 -0.32  0.00
H -4.58 3.32 2.07  0.00
H -3.43 1.29 2.88  0.00
H -2.17 -0.15 1.26  0.00
H -4.51 0.13 -1.89  0.00
H -5.97 -1.11 -3.44  0.00
H -4.98 -2.48 -5.24  0.00
H -2.52 -2.64 -5.47  0.00
H -1.06 -1.48 -3.85  -0.01

For the lowest unoccupied orbital energy (alpha / beta), the calculation gives -0.0037 / -0.0143 hartree. As for the highest occupied orbital energy (alpha / beta): -6.8 / -6.7 eV. Its spin multiplicity is 4. The energy above the lowest of the compared OMol25 structures with the same formula, charge and spin is 4.3 kcal per mole.


C4H4N2 | wB97M-V/def2-TZVPD

Each line ends with the Mulliken charge.
CARTESIAN COORDINATES (ANGSTROEM)
C 2.03 -0.11 0.16  -0.16
C 0.84 -0.05 0.31  -0.50
C -0.53 0.22 0.45  0.53
N -0.89 -1.00 -0.42  -0.66
C -0.89 1.59 -0.04  0.01
N -1.14 2.66 -0.40  -0.36
H 2.93 -0.50 -0.21  0.39
H -0.90 0.17 1.50  0.24
H -0.61 -1.07 -1.39  0.26
H -0.84 -1.90 0.04  0.25

For the lowest unoccupied orbital energy, the calculation gives 0.0236 hartree. As for the highest occupied orbital energy: -9.2 eV. The energy above the lowest of the compared OMol25 structures with the same formula, charge and spin is 81.8 kcal per mole. As for the SMILES: C#C[C@H](N)C#N.


C6H9N2O4S | wB97M-V/def2-TZVPD

Each line ends with the Mulliken charge.
CARTESIAN COORDINATES (ANGSTROEM)
C 2.48 -0.11 0.18  -0.69
C 1.25 -0.73 -0.01  0.51
C 2.52 0.83 -0.91  0.47
C 0.54 -1.75 0.84  -1.32
C -1.44 0.60 1.62  -0.60
C -1.91 1.10 0.50  -0.57
N 0.65 -0.20 -1.14  0.45
N 1.43 0.79 -1.64  -1.02
O -3.15 -1.23 0.17  -0.67
O 3.58 1.59 -1.23  -0.51
O -1.98 -0.32 -1.69  -0.78
O -4.10 0.85 -0.98  -0.67
S -2.95 0.01 -0.60  1.15
H 3.13 -0.22 1.06  0.33
H -0.53 -1.69 0.65  0.32
H 0.57 -1.54 1.84  0.35
H 1.03 -2.63 0.54  0.38
H -0.54 1.12 2.16  0.23
H -2.02 -0.17 2.08  0.37
H 3.25 2.17 -1.91  0.35
H -1.44 1.82 0.06  0.50
H -0.38 -0.29 -1.60  0.42

For the lowest unoccupied orbital energy, the calculation gives 0.1195 hartree. Its total charge is -1. As for the highest occupied orbital energy: -5.3 eV. The energy above the lowest of the compared OMol25 structures with the same formula, charge and spin is 1.0 kcal per mole.


Table of max |F| (eV Å⁻¹), in record order: 1.92; 1.65; 0.42; 3.17; 0.40; 1.75; 3.01; 5.72